No. 1
106
Properties=species:S:1:pos:R:3:forces:R:3 method="wB97M-V/def2-TZVPD" multiplicity=3 s_squared=2.0083 e_lumo_ev="0.3863 / 0.3852" fmax_ev_per_a=0.984 charge=0 e_homo_ev="-8.08 / -9.24" energy_ev=-103422.2599
C -4.11920 1.02177 -2.40571 -0.60 0.15 0.35
C -3.06627 0.75045 -2.89599 0.52 -0.36 -0.22
C -1.80814 0.43550 -3.56846 -0.22 0.11 -0.11
Si -0.91600 2.05101 -3.94293 0.06 0.42 0.07
C -2.06654 3.51635 -3.95277 0.03 -0.01 -0.23
C -3.27287 3.42889 -4.88732 0.17 -0.11 -0.01
F -4.36989 4.06738 -4.31103 0.02 0.04 0.01
C 0.54372 2.40207 -2.83049 -0.03 -0.10 -0.15
C 0.38380 1.88459 -1.39676 0.47 0.00 -0.24
C 1.71743 1.93280 -0.65674 -0.22 0.11 0.12
F 2.35812 3.11007 -0.86547 -0.06 -0.04 -0.04
F 2.52658 0.94124 -1.10995 -0.02 -0.03 -0.03
C 1.52496 1.77743 0.87701 0.04 0.23 0.05
F 0.94780 2.91860 1.31593 0.04 -0.16 -0.03
F 0.64884 0.77292 1.08473 0.02 -0.07 0.08
C 2.84215 1.55865 1.72124 0.18 -0.03 -0.34
F 2.83002 2.35929 2.79201 -0.11 0.00 0.04
F 3.88671 1.92350 0.94435 -0.09 0.02 0.17
C 3.14670 0.08736 2.16684 0.13 -0.08 0.00
F 4.47411 -0.01046 2.38149 -0.12 0.02 -0.08
F 2.82570 -0.71400 1.13230 -0.07 -0.15 0.10
C 2.47687 -0.38186 3.48821 0.00 0.15 0.20
F 1.16273 -0.11858 3.47161 0.04 -0.06 -0.17
F 3.02752 0.37495 4.46066 -0.14 -0.13 0.03
C 2.68878 -1.89602 3.94657 -0.11 0.14 0.00
F 3.74101 -1.88830 4.78051 0.01 -0.18 -0.22
F 1.59340 -2.25008 4.65504 0.15 0.09 -0.02
C 2.92575 -3.05322 2.92541 -0.06 -0.29 0.00
F 3.15967 -4.15736 3.66427 0.00 0.21 -0.01
F 4.02293 -2.82129 2.19259 -0.13 0.13 0.08
C 1.69588 -3.38482 1.98734 0.07 0.02 -0.04
F 1.12192 -4.52113 2.36288 0.03 0.05 0.02
F 2.10098 -3.50979 0.72791 0.01 0.02 0.06
F 0.77362 -2.41946 2.04473 0.09 0.09 -0.03
O -0.21129 1.95031 -5.52079 -0.28 -0.31 0.11
C -0.90033 1.38493 -6.45428 0.52 0.44 0.48
N -1.51266 0.88128 -7.28456 -0.32 -0.29 -0.46
H -5.07023 1.23830 -1.97755 0.09 0.03 -0.01
H -1.20201 -0.23429 -2.95608 0.06 0.00 -0.04
H -2.04347 -0.09534 -4.49722 0.11 0.03 -0.02
H -2.41966 3.66497 -2.92875 -0.05 -0.11 0.03
H -1.45721 4.39174 -4.19930 -0.04 0.04 0.07
H -3.06146 3.93233 -5.83160 -0.05 -0.06 -0.03
H -3.56977 2.40117 -5.10335 -0.14 0.05 0.02
H 0.69707 3.48324 -2.83980 0.08 0.00 0.06
H 1.43213 1.95854 -3.29112 -0.02 -0.03 0.02
H -0.35859 2.45389 -0.84004 -0.06 -0.04 0.03
H 0.10091 0.83246 -1.41331 -0.16 0.04 0.19
C 5.16050 -2.73621 7.70513 0.08 0.08 0.07
C 6.00826 -3.95186 7.27461 -0.49 0.43 -0.10
C 5.77784 -5.13837 8.21486 0.11 -0.17 0.14
C 6.43754 -4.97085 9.58297 0.02 0.05 -0.04
C 7.92175 -4.63593 9.44008 -0.11 -0.18 0.04
C 8.17874 -3.41852 8.54797 0.09 0.47 0.19
N 7.46752 -3.62633 7.24784 0.20 -0.89 0.05
O 8.13127 -4.36037 6.42634 -0.08 0.37 -0.01
C 7.72774 -2.12781 9.24561 -0.06 -0.01 -0.06
C 9.66807 -3.27910 8.25812 0.10 -0.08 -0.02
C 5.57357 -4.32148 5.86240 0.07 -0.23 -0.16
H 5.65297 -1.79758 7.45278 0.00 -0.02 -0.03
H 4.20868 -2.75152 7.17756 -0.02 -0.08 0.00
H 4.92834 -2.72614 8.76932 0.08 0.00 0.01
H 6.17417 -6.04147 7.74030 0.04 0.05 -0.04
H 4.70044 -5.28392 8.32483 -0.02 -0.01 -0.01
H 5.92609 -4.20082 10.16680 0.01 0.03 -0.03
H 6.32991 -5.89841 10.14828 -0.02 0.01 0.02
H 8.36807 -4.44722 10.41937 0.01 0.00 0.01
H 8.44272 -5.49876 9.01394 0.00 0.04 -0.07
H 7.79980 -1.27816 8.56557 0.01 0.00 0.00
H 8.38733 -1.93783 10.09277 0.05 -0.03 -0.02
H 6.71521 -2.16852 9.63525 0.00 -0.02 -0.02
H 10.08693 -4.18868 7.83561 -0.05 0.01 -0.03
H 10.18852 -3.05974 9.19128 -0.02 0.02 0.02
H 9.85223 -2.46190 7.55979 -0.02 0.00 0.00
H 5.77996 -3.51423 5.15928 0.02 0.03 0.04
H 4.49972 -4.50649 5.86571 -0.03 0.03 0.05
H 6.06773 -5.21988 5.49923 0.08 0.05 0.05
C -7.85894 4.70134 -7.33445 0.01 -0.05 0.09
C -7.11346 3.44109 -7.82038 -0.02 0.57 0.07
C -7.96307 2.64402 -8.81522 -0.08 -0.18 -0.08
C -9.12529 1.89303 -8.16816 0.03 0.04 0.05
C -8.63909 1.02124 -7.01176 -0.04 -0.06 -0.20
C -7.83401 1.80277 -5.97095 -0.24 0.19 0.49
N -6.74288 2.54732 -6.67697 0.01 -0.76 -0.63
O -5.72600 1.80407 -6.93931 0.00 0.30 0.34
C -8.74834 2.74225 -5.17203 0.06 0.08 -0.05
C -7.19130 0.85049 -4.97068 0.12 -0.16 0.01
C -5.82389 3.89572 -8.49523 0.10 -0.04 -0.08
H -7.56947 4.96080 -6.31673 0.03 0.01 -0.01
H -7.60283 5.54826 -7.97021 0.01 -0.05 -0.07
H -8.94227 4.59654 -7.36782 0.01 -0.03 0.03
H -7.31712 1.92163 -9.32356 0.05 0.01 0.06
H -8.33168 3.33339 -9.57886 0.00 0.01 -0.02
H -9.89356 2.59123 -7.82493 0.02 0.02 0.03
H -9.60557 1.26200 -8.91827 -0.02 0.01 0.00
H -9.48460 0.54561 -6.50891 -0.01 -0.01 0.01
H -8.01177 0.21750 -7.40931 0.07 0.05 0.03
H -8.15909 3.38375 -4.51537 0.01 -0.01 0.00
H -9.41179 2.14041 -4.55022 0.04 -0.05 0.00
H -9.37970 3.37326 -5.78987 0.02 -0.01 -0.01
H -6.57565 0.09934 -5.45964 0.02 0.06 -0.02
H -7.97404 0.33854 -4.40895 -0.06 0.04 -0.01
H -6.56422 1.39820 -4.26504 0.01 0.03 -0.04
H -5.17732 4.41380 -7.78499 -0.02 0.01 0.01
H -6.07796 4.58625 -9.30033 -0.03 0.02 0.01
H -5.26890 3.06229 -8.91773 0.00 -0.01 0.06

No. 2
77
Properties=species:S:1:pos:R:3:forces:R:3 method="wB97M-V/def2-TZVPD" multiplicity=1 smiles="CC(=O)[C@]1([C@H](/C=C/N2[C@H](Cc3ccccc3)C(=O)N(C)C2(C)C)c2ccc(N(C)C)cc2)CCCOC1=O" e_lumo_ev=0.6142 fmax_ev_per_a=2.322 charge=0 e_homo_ev=-7.54 de_lowest_kj_mol=0.00 energy_ev=-45439.7536
C 1.39172 -2.50584 -1.05709 -0.04 -0.73 -0.41
C 1.55566 -1.03136 -1.20944 -0.62 1.59 -0.52
O 1.04926 -0.42681 -2.15721 1.23 -1.01 1.28
C 2.33988 -0.16233 -0.11502 1.20 -1.64 -1.12
C 1.36867 0.85162 0.47115 -0.59 1.40 0.94
C -0.05791 0.46035 0.21655 -0.71 0.02 0.67
C -0.68585 -0.53708 0.88142 0.51 0.87 -0.47
N -1.98199 -0.89077 0.66621 -0.43 -0.31 0.04
C -2.56975 -2.08844 1.25777 -0.31 0.51 0.19
C -1.85859 -3.38821 0.86805 0.02 -0.22 -0.25
C -2.56029 -4.61664 1.42328 0.20 0.05 -0.09
C -2.54910 -4.84009 2.80471 -0.29 -0.30 -0.26
C -3.23738 -5.93392 3.33999 0.12 0.13 -0.28
C -3.92259 -6.80915 2.48901 0.05 0.19 -0.12
C -3.93563 -6.58438 1.10614 0.22 0.13 0.18
C -3.24035 -5.49752 0.57313 -0.01 0.13 0.38
C -4.01398 -2.00612 0.75156 -0.60 0.14 -0.02
O -4.96093 -2.72019 1.06725 1.04 0.66 -0.38
N -4.07100 -0.94744 -0.12348 -0.43 -0.67 0.34
C -5.28636 -0.59371 -0.81922 -0.07 0.29 -0.09
C -2.83802 -0.20005 -0.30663 0.37 -0.36 0.33
C -2.33183 -0.37538 -1.74817 -0.07 -0.12 -0.19
C -3.03657 1.28151 0.06631 -0.38 -0.13 0.07
C 1.67359 2.29796 0.05266 -0.20 -0.43 0.04
C 2.45941 3.09922 0.89677 -0.40 -0.07 -0.27
C 2.80032 4.39072 0.52758 0.02 0.01 -0.86
C 2.40516 4.87082 -0.74368 -0.47 -0.40 0.22
N 2.80452 6.15496 -1.14073 0.83 0.71 0.19
C 3.44625 6.34958 -2.42502 -0.23 -0.30 0.16
C 2.11053 7.31297 -0.60569 -0.07 -0.41 -0.08
C 1.62074 4.06313 -1.59189 0.38 0.27 0.30
C 1.26312 2.78016 -1.19345 0.23 -0.04 0.07
C 3.57602 0.43722 -0.85433 -0.21 0.07 -0.34
C 4.83903 -0.33907 -0.53590 -0.20 0.35 -0.28
C 5.02620 -0.21676 0.94947 -0.33 -0.60 0.30
O 3.97083 -0.99127 1.61772 0.17 0.26 -0.18
C 2.73267 -1.04761 1.09196 -0.88 -0.69 0.26
O 1.89124 -1.76140 1.62563 1.53 0.85 -0.46
H 2.27751 -2.99845 -0.62941 -0.38 0.18 -0.01
H 0.51690 -2.71578 -0.41359 0.55 0.20 -0.13
H 1.17889 -2.93772 -2.04702 0.07 0.22 0.28
H 1.49790 0.84528 1.57007 0.11 -0.01 -0.41
H -0.60698 1.06298 -0.50558 0.50 -0.37 0.19
H -0.15040 -1.13730 1.61460 -0.19 0.17 -0.13
H -2.57409 -2.01540 2.36081 -0.13 0.00 -0.32
H -1.80306 -3.42917 -0.23431 -0.01 -0.08 0.35
H -0.82689 -3.31996 1.25407 -0.29 -0.12 -0.13
H -2.00663 -4.14217 3.44730 -0.17 -0.27 -0.09
H -3.23230 -6.09261 4.41972 -0.03 -0.04 -0.33
H -4.44930 -7.66892 2.90291 0.10 0.24 -0.09
H -4.48732 -7.24805 0.43788 0.18 0.13 0.26
H -3.23681 -5.30300 -0.50357 -0.06 -0.11 0.36
H -6.01152 -1.40562 -0.70579 0.22 0.18 0.03
H -5.71224 0.33537 -0.40655 0.02 -0.29 -0.14
H -5.07563 -0.43284 -1.88675 -0.10 -0.09 0.26
H -2.55949 -1.39722 -2.08383 -0.02 0.28 0.03
H -2.84626 0.35282 -2.38884 0.20 -0.29 -0.07
H -1.24925 -0.24373 -1.84648 -0.37 0.09 0.04
H -3.70702 1.33971 0.93182 0.17 0.03 -0.11
H -2.09574 1.77644 0.31725 -0.34 -0.10 -0.05
H -3.50274 1.80371 -0.77520 0.05 0.04 0.17
H 2.84729 2.67969 1.82573 -0.23 0.11 -0.09
H 3.45554 5.00397 1.15111 -0.29 -0.12 -0.21
H 4.10373 5.49631 -2.64277 -0.18 0.25 0.04
H 2.72475 6.45133 -3.24792 0.08 0.09 -0.13
H 4.05571 7.26001 -2.37044 -0.10 -0.15 -0.13
H 1.80244 7.08443 0.42123 0.04 0.23 -0.20
H 2.78074 8.18448 -0.61059 -0.20 -0.19 0.06
H 1.20797 7.55328 -1.19917 0.12 0.08 0.17
H 1.31098 4.45058 -2.57075 0.18 -0.17 0.43
H 0.73001 2.12903 -1.89279 0.09 0.18 0.36
H 3.38022 0.45063 -1.93675 -0.05 0.13 0.36
H 3.73174 1.47212 -0.53328 -0.05 -0.19 -0.18
H 4.71042 -1.38020 -0.86275 0.36 0.06 0.28
H 5.70130 0.09258 -1.05390 -0.10 -0.09 0.00
H 5.98409 -0.62286 1.28607 -0.35 -0.12 0.18
H 4.94887 0.82758 1.29009 0.04 -0.27 -0.17